#1
Entry from the OMol25 dataset: a single C8H8N2S2 molecule (wB97M-V/def2-TZVPD).

Each line ends with the natural charge from an NBO analysis.
Element x y z (Å)
S  -3.39  0.42  -1.29  -0.02
C  -2.07  0.05  -0.02  -0.16
S  -2.77  0.08  1.75  -0.07
C  -1.48  -1.73  -0.20  0.20
N  -0.26  -1.86  -0.22  -0.40
C  0.72  -0.81  -0.12  0.05
C  2.06  -1.25  0.10  -0.17
C  3.06  -0.33  0.16  -0.23
C  2.78  1.04  -0.14  -0.18
C  1.49  1.44  -0.15  -0.23
C  0.38  0.53  -0.17  0.18
N  -0.95  0.94  -0.25  -0.65
H  -3.76  -0.86  -1.46  0.12
H  -3.01  1.41  1.88  0.12
H  -2.33  -2.40  -0.17  0.20
H  2.13  -2.24  0.20  0.22
H  4.03  -0.54  0.33  0.21
H  3.46  1.87  -0.14  0.22
H  1.14  2.42  -0.23  0.20
H  -1.23  1.82  0.12  0.39

The calculation puts the HOMO energy at -8.20 eV. Its net charge is 0. The orbital gap is 8.6 eV.

***

#2
Entry from the OMol25 dataset: 2 unconnected molecules or ions with the total composition C8H8N2S2 (wB97M-V/def2-TZVPD).

Each line ends with the natural charge from an NBO analysis.
Element x y z (Å)
C  -0.13  -2.55  -2.00  -0.19
C  -0.01  -2.80  -0.66  -0.20
C  0.24  -1.82  0.27  -0.16
C  0.34  -0.50  -0.16  -0.10
C  0.63  0.55  0.79  0.06
N  0.41  0.39  2.06  -0.27
N  0.60  1.50  2.75  -0.24
C  1.04  2.49  2.10  -0.13
S  1.17  2.15  0.34  0.32
C  0.41  -0.27  -1.54  -0.19
C  0.17  -1.25  -2.41  -0.20
H  -0.39  -3.37  -2.62  0.22
H  0.02  -3.76  -0.26  0.21
H  0.31  -1.98  1.28  0.23
H  1.08  3.49  2.47  0.23
H  0.70  0.81  -1.85  0.21
H  0.41  -0.98  -3.47  0.22
S  -2.26  2.56  0.37  -0.27
H  -1.47  2.65  1.52  0.15
H  -3.29  2.69  1.04  0.11

The calculation puts the HOMO energy at -9.12 eV. Its net charge is 0. The orbital gap is 9.0 eV.

***

Of them, #1 has the lowest stability.

***

#1
Entry from the OMol25 dataset: a single C4H3NS molecule (wB97M-V/def2-TZVPD).

Each line ends with the natural charge from an NBO analysis.
Element x y z (Å)
C  -0.38  0.70  -1.13  -0.73
C  0.35  0.00  -0.17  0.23
C  0.78  -1.20  -0.10  -0.26
C  0.51  -1.84  1.11  -0.17
S  0.58  -0.84  2.53  0.86
N  0.09  0.43  1.91  -0.70
H  -1.39  0.70  -0.88  0.27
H  -0.29  0.23  -2.18  0.26
H  -0.25  1.83  -1.09  0.24

The calculation puts the HOMO energy (spin up / spin down) at -8.78 / -8.78 eV. Its net charge is 0. The orbital gap (spin up / spin down) is 7.2 / 7.2 eV.

***

#2
Entry from the OMol25 dataset: a single C4H3NS molecule (wB97M-V/def2-TZVPD).

Each line ends with the natural charge from an NBO analysis.
Element x y z (Å)
C  -1.01  -0.89  -0.01  -0.23
C  -0.11  0.10  0.00  -0.22
C  -0.56  1.47  0.00  0.26
N  -0.96  2.56  0.00  -0.27
C  1.34  -0.20  0.01  -0.30
S  2.52  0.90  0.00  0.13
H  -0.70  -1.93  -0.04  0.21
H  -2.08  -0.73  0.04  0.22
H  1.55  -1.26  0.02  0.20

The calculation puts the HOMO energy at -9.35 eV. Its net charge is 0. The orbital gap is 8.0 eV.

***

Of them, #1 has the lowest stability.

***

#1
Entry from the OMol25 dataset: a single C8H12N2O7 molecule (wB97M-V/def2-TZVPD).

Each line ends with the natural charge from an NBO analysis.
Element x y z (Å)
N  -2.54  -1.57  -1.12  -0.91
C  -1.37  -1.94  -0.21  -0.11
C  -0.39  -2.86  -0.99  -0.54
C  -0.30  -4.15  -0.24  0.80
O  -0.86  -4.31  0.81  -0.58
O  0.53  -5.08  -0.80  -0.69
C  -0.87  -0.49  0.25  0.69
O  -0.67  -0.37  1.42  -0.59
N  -0.74  0.44  -0.72  -0.64
C  0.08  1.57  -0.52  -0.14
C  -0.46  2.52  0.71  -0.50
C  0.25  3.99  0.79  0.81
O  0.45  4.80  -0.07  -0.57
O  0.88  4.07  2.06  -0.74
C  1.55  1.17  -0.43  0.79
O  2.02  0.08  -0.74  -0.59
O  2.33  2.25  -0.18  -0.68
H  -3.06  -2.30  -1.68  0.39
H  -3.15  -0.84  -0.73  0.38
H  -1.63  -2.36  0.73  0.23
H  -0.89  -3.05  -1.94  0.24
H  0.56  -2.40  -1.12  0.27
H  0.87  -5.62  -0.05  0.50
H  -1.19  0.22  -1.61  0.44
H  0.05  2.15  -1.34  0.24
H  -1.53  2.75  0.59  0.24
H  -0.15  2.21  1.73  0.27
H  1.48  4.86  2.15  0.50
H  3.23  1.86  -0.06  0.50

The calculation puts the HOMO energy at -9.36 eV. Its net charge is 0. The orbital gap is 9.9 eV.

***

#2
Entry from the OMol25 dataset: a single C8H12N2O7 molecule (wB97M-V/def2-TZVPD).

Each line ends with the natural charge from an NBO analysis.
Element x y z (Å)
N  2.86  -1.49  -0.21  -0.84
C  1.67  -0.97  -0.87  -0.14
C  1.00  -2.08  -1.70  -0.53
C  1.86  -2.63  -2.83  0.78
O  1.39  -2.92  -3.90  -0.58
O  3.15  -2.80  -2.56  -0.69
C  0.66  -0.44  0.16  0.67
O  0.68  -0.86  1.32  -0.64
N  -0.24  0.47  -0.28  -0.61
C  -1.38  0.87  0.53  -0.16
C  -0.98  1.70  1.74  -0.54
C  -2.05  1.64  2.82  0.80
O  -2.90  0.80  2.88  -0.56
O  -1.96  2.59  3.78  -0.66
C  -2.31  1.63  -0.41  0.80
O  -2.17  1.66  -1.61  -0.60
O  -3.29  2.25  0.24  -0.66
H  2.56  -1.92  0.65  0.39
H  3.46  -0.75  0.09  0.38
H  1.97  -0.16  -1.53  0.21
H  0.07  -1.72  -2.13  0.24
H  0.74  -2.93  -1.01  0.24
H  3.33  -2.46  -1.63  0.51
H  -0.30  0.69  -1.27  0.43
H  -1.92  -0.01  0.90  0.27
H  -0.72  2.72  1.48  0.22
H  -0.12  1.24  2.18  0.27
H  -1.21  3.22  3.59  0.49
H  -3.85  2.67  -0.43  0.51

The calculation puts the HOMO energy at -10.06 eV. Its net charge is 0. The orbital gap is 10.2 eV.

***

Of them, #1 has the lowest stability.

***

#1
Entry from the OMol25 dataset: a single C19H24N4O4S molecule (wB97M-V/def2-TZVPD).

Each line ends with the natural charge from an NBO analysis.
Element x y z (Å)
C  8.03  0.04  0.80  -0.62
C  7.48  -0.79  -0.34  -0.05
O  6.25  -1.36  0.07  -0.56
C  5.62  -2.13  -0.92  -0.05
C  4.22  -2.48  -0.41  -0.47
C  3.42  -1.25  -0.19  0.06
N  2.21  -1.08  -0.57  -0.25
N  1.69  0.10  -0.26  -0.34
C  2.51  0.88  0.36  0.22
N  2.26  2.15  0.79  -0.63
C  1.18  2.98  0.58  0.72
O  1.18  4.07  1.09  -0.58
C  0.06  2.43  -0.26  -0.35
C  -0.88  3.52  -0.77  -0.49
C  -2.25  2.87  -0.79  0.69
O  -3.22  3.31  -1.37  -0.61
N  -2.19  1.74  -0.04  -0.45
C  -3.25  0.85  0.23  0.19
C  -4.37  0.81  -0.59  -0.22
C  -5.41  -0.07  -0.33  -0.29
C  -5.34  -0.94  0.75  0.29
O  -6.30  -1.84  1.12  -0.50
C  -7.43  -2.03  0.30  -0.06
C  -7.13  -2.86  -0.95  -0.64
C  -4.21  -0.90  1.57  -0.23
C  -3.18  -0.02  1.31  -0.25
C  -0.89  1.54  0.56  -0.20
S  4.10  0.15  0.63  0.35
H  8.98  0.48  0.51  0.22
H  8.18  -0.58  1.68  0.21
H  7.33  0.83  1.05  0.21
H  8.18  -1.60  -0.60  0.17
H  7.33  -0.17  -1.24  0.17
H  6.19  -3.05  -1.12  0.18
H  5.54  -1.56  -1.86  0.17
H  3.70  -3.12  -1.11  0.25
H  4.33  -3.00  0.55  0.23
H  2.99  2.57  1.35  0.42
H  0.47  1.85  -1.08  0.26
H  -0.90  4.36  -0.08  0.26
H  -0.62  3.90  -1.76  0.24
H  -4.45  1.48  -1.43  0.25
H  -6.26  -0.06  -0.99  0.22
H  -7.88  -1.06  0.03  0.17
H  -8.14  -2.56  0.94  0.19
H  -8.04  -3.02  -1.51  0.21
H  -6.40  -2.35  -1.58  0.21
H  -6.72  -3.82  -0.65  0.21
H  -4.16  -1.57  2.41  0.22
H  -2.33  -0.01  1.98  0.21
H  -0.90  1.86  1.61  0.19
H  -0.59  0.49  0.51  0.24

The calculation puts the HOMO energy at -7.70 eV. Its net charge is 0. The orbital gap is 8.0 eV.

***

#2
Entry from the OMol25 dataset: a molecular structure, C19H24N4O4S (wB97M-V/def2-TZVPD).

Each line ends with the natural charge from an NBO analysis.
Element x y z (Å)
O  3.33  -2.41  -0.25  -0.59
C  3.15  -1.39  0.26  0.71
N  4.05  -0.63  1.02  -0.64
H  3.68  0.10  1.47  0.41
C  5.29  -1.33  1.03  -0.11
C  6.18  -0.22  0.62  -0.43
H  5.88  -0.10  -0.31  0.20
H  6.13  0.84  0.97  0.22
C  7.63  -0.61  0.56  -0.20
N  8.64  0.31  0.14  -0.41
C  9.19  1.51  0.88  0.15
N  9.85  2.19  0.00  -0.43
C  9.78  1.47  -1.28  -0.17
C  8.94  0.66  -1.12  0.03
H  8.52  -0.06  -2.07  0.19
H  10.16  2.09  -1.87  0.22
H  9.22  1.22  1.98  0.21
H  7.75  -1.61  0.16  0.21
H  8.04  -0.73  1.64  0.19
H  5.47  -1.25  2.36  0.14
H  5.29  -2.11  0.57  0.20
C  1.54  -0.67  0.38  -0.28
C  0.66  -1.24  -0.40  -0.16
C  -0.77  -0.84  -0.41  -0.05
C  -1.67  -1.60  -1.32  -0.16
C  -2.90  -1.36  -1.21  -0.32
C  -3.34  -0.28  -0.84  -0.22
C  -2.37  0.96  -0.39  -0.12
C  -1.17  0.37  -0.12  -0.23
H  -0.33  1.08  0.20  0.19
H  -2.72  1.91  -0.16  0.23
S  -5.08  0.42  -1.10  2.45
O  -5.80  -0.60  -1.48  -0.98
O  -5.12  1.58  -1.66  -0.94
N  -5.39  0.66  0.66  -0.71
C  -6.23  2.03  0.99  -0.28
H  -6.02  2.63  0.07  0.27
C  -7.72  1.39  1.09  0.00
H  -8.43  2.20  1.17  0.18
O  -8.09  0.38  1.74  -0.53
C  -7.07  -0.92  1.45  -0.10
H  -7.55  -1.58  2.21  0.24
C  -5.77  -0.51  1.44  -0.31
H  -5.09  -1.42  1.06  0.23
H  -5.52  -0.22  2.39  0.20
H  -7.20  -1.21  0.24  0.22
H  -7.84  1.01  -0.19  0.04
H  -5.93  2.02  2.01  0.21
H  -3.72  -1.95  -1.69  0.24
H  -1.50  -2.70  -1.31  0.21
H  0.93  -2.24  -0.99  0.24
H  1.55  0.20  0.73  0.16

The calculation puts the HOMO energy at -8.59 eV. Its net charge is 0. The orbital gap is 8.0 eV.

***

Of them, #2 has the lowest stability.

***

#1
Entry from the OMol25 dataset: a single C4H6N2O molecule (wB97M-V/def2-TZVPD).

Each line ends with the Mulliken spin population.
Element x y z (Å)
C  1.06  0.13  -1.51  0.06
C  -0.45  0.01  -1.07  -0.04
C  1.86  0.05  0.68  0.68
C  -1.73  -0.17  0.95  -0.03
N  1.91  0.11  -0.61  0.18
N  -0.52  -0.21  0.19  0.66
O  -1.26  0.16  -1.98  0.38
H  1.30  0.28  -2.55  0.01
H  2.24  -0.82  1.18  0.02
H  1.73  0.95  1.26  0.00
H  -1.97  -1.17  1.32  0.03
H  -1.60  0.49  1.80  0.05
H  -2.56  0.19  0.34  0.00

The calculation puts the HOMO energy (spin up / spin down) at -6.08 / -9.80 eV. Its net charge is 0. As for the spin multiplicity: 3. The orbital gap (spin up / spin down) is 6.9 / 7.1 eV.

***

#2
Entry from the OMol25 dataset: a single C4H6N2O molecule (wB97M-V/def2-TZVPD).

Each line ends with the Mulliken spin population.
Element x y z (Å)
C  2.13  0.36  0.09  0.02
C  0.94  -1.64  0.09  0.81
C  0.91  -0.34  0.01  0.50
C  -1.56  0.52  -0.53  -0.03
N  3.20  0.70  0.40  0.28
N  -0.10  0.66  -0.48  0.33
O  -2.27  1.06  0.59  0.03
H  0.09  -2.19  0.24  0.05
H  1.85  -2.20  0.39  0.02
H  -1.83  -0.57  -0.67  0.00
H  -1.85  1.25  -1.28  0.01
H  0.34  1.59  -0.30  -0.01
H  -1.85  0.81  1.43  0.00

The calculation puts the HOMO energy (spin up / spin down) at -5.88 / -10.52 eV. Its net charge is 0. As for the spin multiplicity: 3. The orbital gap (spin up / spin down) is 6.4 / 7.7 eV.

***

Of them, #2 has the lowest stability.

***

#1
Entry from the OMol25 dataset: a gas-phase ion, C10H17NP (charge +1) (wB97M-V/def2-TZVPD).

Each line ends with the natural charge from an NBO analysis.
Element x y z (Å)
C  2.91  -1.10  1.12  -1.03
P  2.44  0.03  -0.22  1.75
C  3.33  1.50  0.17  -0.99
C  3.16  -0.69  -1.76  -0.98
N  0.86  -0.10  -0.56  -0.99
C  -0.31  1.08  0.19  0.27
C  -1.58  0.57  0.22  -0.27
C  -2.72  1.34  0.37  0.19
C  -4.09  0.75  0.47  -0.48
C  -4.12  -0.65  -0.18  -0.44
C  -2.86  -1.50  -0.10  -0.14
C  -1.71  -0.91  0.07  -0.23
H  2.27  -2.06  1.20  0.28
H  2.95  -0.60  2.15  0.26
H  3.95  -1.46  1.06  0.26
H  2.88  1.74  1.21  0.26
H  3.09  2.41  -0.40  0.28
H  4.31  1.17  0.08  0.26
H  2.49  -1.39  -2.27  0.28
H  4.25  -1.06  -1.53  0.26
H  3.10  0.11  -2.59  0.27
H  0.11  2.06  0.57  0.23
H  -2.53  2.34  0.34  0.20
H  -4.19  0.58  1.48  0.27
H  -4.93  1.46  0.13  0.26
H  -4.44  -0.41  -1.17  0.23
H  -4.87  -1.27  0.10  0.23
H  -3.13  -2.56  -0.21  0.24
H  -0.62  -1.40  0.07  0.27

The calculation puts the HOMO energy (spin up / spin down) at -12.18 / -12.19 eV. Its net charge is +1. The orbital gap (spin up / spin down) is 6.7 / 6.7 eV.

***

#2
Entry from the OMol25 dataset: a gas-phase ion, C10H17NP (charge +1) (wB97M-V/def2-TZVPD).

Each line ends with the natural charge from an NBO analysis.
Element x y z (Å)
C  2.72  1.41  0.67  -0.62
C  2.19  0.10  0.00  -0.21
C  2.39  -1.12  0.85  -0.62
C  0.63  0.21  -0.16  -0.35
N  0.09  -0.65  -1.13  -0.54
C  -1.47  -0.40  -1.31  -0.05
C  -2.12  -1.52  -0.57  -0.25
C  -2.67  -1.42  0.68  -0.13
C  -2.81  -0.15  1.28  -0.25
C  -2.37  0.95  0.60  -0.15
C  -1.73  0.96  -0.72  -0.55
P  -0.07  1.89  -0.52  0.66
H  2.34  1.58  1.65  0.22
H  2.31  2.23  0.08  0.21
H  3.84  1.61  0.66  0.25
H  2.71  0.10  -1.06  0.21
H  2.03  -0.81  1.83  0.22
H  3.50  -1.14  1.00  0.24
H  1.99  -1.96  0.44  0.20
H  0.27  0.08  0.86  0.25
H  0.34  -1.69  -0.89  0.45
H  0.65  -0.34  -1.91  0.43
H  -1.58  -0.48  -2.34  0.23
H  -2.08  -2.42  -1.07  0.22
H  -2.98  -2.26  1.24  0.24
H  -3.10  0.07  2.29  0.24
H  -2.60  1.92  1.07  0.24
H  -2.35  1.50  -1.57  0.29
H  -0.05  1.77  -1.97  -0.06

The calculation puts the HOMO energy at -12.31 eV. Its net charge is +1. The orbital gap is 8.6 eV.

***

Of them, #1 has the lowest stability.